4 unconnected molecules or ions with the total composition C3H15NO3 in a non-equilibrium geometry, computed with ωB97M-V with the def2-TZVPD basis set.

Structure (XYZ):
```
22
Properties=species:S:1:pos:R:3:forces:R:3:lowdin_charge:R:1
C -0.60474 -1.92684 0.07785 0.0 0.4 0.8 -0.08
C -1.21097 -0.58616 0.50214 0.6 0.3 0.7 -0.28
N -0.27645 0.10923 1.42158 -1.3 0.4 -0.1 -0.14
C -0.73354 1.48456 1.70370 1.3 0.3 -0.5 -0.13
H 0.48207 -1.93968 0.00268 -0.1 0.7 -0.8 0.06
H -0.69893 -2.56530 0.95397 -0.7 -0.5 -0.1 0.07
H -1.09738 -2.33038 -0.79945 0.1 -0.3 0.0 0.07
H -1.46885 0.17162 -0.23850 0.2 -0.5 -0.6 0.08
H -2.15563 -0.76706 1.02113 -0.2 -0.1 0.0 0.11
H -0.37933 -0.34535 2.31675 0.5 -0.4 0.2 0.11
H 0.05340 1.91280 2.32718 -0.4 0.2 0.4 0.08
H -1.73299 1.62568 2.11842 0.0 -0.3 0.2 0.08
H -0.67317 2.09722 0.79801 -0.1 -0.2 -0.1 0.07
H 1.25448 -0.44049 -2.88882 -0.6 0.4 -0.2 0.00
H 0.46425 -1.77359 -3.16223 -1.2 -0.2 -1.0 0.01
O 1.16707 -1.37083 -2.70319 1.8 -0.4 1.2 -0.04
H 3.12046 0.66582 0.28415 -0.1 -0.5 -0.2 0.03
H 1.53989 0.44914 0.56441 0.6 0.0 0.2 0.00
O 2.30776 1.06202 0.59144 -0.6 0.6 0.1 -0.08
H 0.88188 1.87217 -1.50776 0.2 0.0 0.1 0.04
H -0.51043 1.30876 -1.41603 -0.2 -0.1 0.0 0.00
O 0.27114 1.28665 -1.96744 0.2 0.3 -0.2 -0.04
```
Forces are in eV/Å.

Results
**SMILES**: CCNC.O.O.O
**E_HOMO**: -9.70 eV
**Molar mass**: 113.157 g mol⁻¹
**Energy relative to the best compared isomer or geometry (same formula, charge and spin)**: 28.50 kcal per mole



4 unconnected molecules or ions with the total composition C3H15NO3S in a non-equilibrium geometry, computed with ωB97M-V with the def2-TZVPD basis set.

Structure (XYZ):
```
23
Properties=species:S:1:pos:R:3:forces:R:3:lowdin_charge:R:1
C -1.07174 -1.54792 -0.17215 -1.0 -0.3 0.6 -0.30
C -0.89708 -0.02207 -0.21790 0.0 -1.6 -0.5 -0.27
C -0.34358 0.32799 -1.60065 1.2 -0.1 0.4 -0.54
S 0.99775 1.59817 -1.44326 -0.6 0.1 -0.7 0.68
N -1.86195 -1.94242 1.01248 1.0 0.1 0.0 -0.01
H -0.11760 -2.07570 -0.09002 0.2 0.3 -0.2 0.09
H -1.55772 -1.92050 -1.08117 0.1 0.2 -0.2 0.11
H -1.85067 0.44777 0.01050 0.0 0.3 -0.1 0.10
H -0.18618 0.20343 0.56919 0.1 0.5 0.0 0.09
H -1.06871 0.51755 -2.38428 -0.3 0.7 0.2 0.07
H 0.16747 -0.53566 -2.03026 0.1 -0.1 0.3 0.06
H 1.98129 0.69352 -1.40533 0.0 0.1 0.2 -0.17
H -2.28076 -2.85130 0.90220 -0.3 0.1 0.0 0.06
H -2.52651 -1.23128 1.25438 -0.4 -0.1 0.0 0.05
H 2.71751 -0.50495 1.23074 0.0 0.0 0.0 0.04
H 2.14746 -1.47264 0.22757 0.1 0.0 0.1 0.02
O 2.68506 -0.67449 0.28143 0.0 -0.2 0.1 -0.08
H 0.69650 -2.55285 2.49952 -0.1 0.0 0.6 0.03
H 1.76451 -2.43853 3.69252 -0.6 -0.2 -0.1 0.04
O 1.60127 -2.34083 2.75150 0.6 0.2 -0.6 -0.05
H -3.00189 3.77524 -0.48438 -0.2 -0.2 1.1 0.05
H -1.72428 3.26642 -0.75041 0.8 -0.5 0.7 0.02
O -2.31462 3.29039 0.02111 -0.5 0.7 -1.8 -0.08
```
Forces are in eV/Å.

Results
**SMILES**: NCCCS.O.O.O
**E_HOMO**: -8.67 eV
**Molar mass**: 145.224 g mol⁻¹
**Energy relative to the best compared isomer or geometry (same formula, charge and spin)**: 13.10 kcal per mole



4 unconnected molecules or ions with the total composition C3H15NO3S2 in a non-equilibrium geometry, computed with ωB97M-V with the def2-TZVPD basis set.

Structure (XYZ):
```
24
Properties=species:S:1:pos:R:3:forces:R:3:lowdin_charge:R:1
N -1.19234 0.33393 -1.09461 -3.2 1.2 2.1 0.05
C -1.12774 1.50865 -0.29383 3.9 1.3 -0.4 -0.48
C 0.06872 2.40320 -0.97807 1.4 -2.4 2.2 -0.07
C -0.77557 1.10717 1.17955 0.8 1.6 -1.6 -0.53
S -2.23947 0.81831 2.19954 1.3 0.7 2.4 0.38
S -3.83518 -0.13152 1.47557 -1.2 1.2 -1.1 0.31
H -0.42541 -0.24938 -1.07876 1.6 -1.2 -0.7 0.02
H -1.78715 0.48364 -1.84724 -0.5 -0.6 -1.8 0.06
H -1.95757 2.23286 -0.32021 -0.3 -1.0 -0.1 0.13
H 1.16319 1.90853 -0.95347 -2.5 0.6 0.2 0.11
H -0.12993 2.55207 -2.01050 -0.4 0.4 -0.8 0.04
H 0.14074 3.27692 -0.38302 0.2 1.4 0.1 0.03
H -0.17170 0.23098 1.12080 0.2 -1.1 -0.1 0.03
H 0.01739 1.82323 1.65944 -2.2 -0.7 -0.3 0.12
H -3.44711 -1.32361 1.15251 0.8 -1.4 -0.1 -0.22
H 3.93052 -0.69682 0.12301 -2.1 -1.7 0.5 0.12
H 2.99558 -1.19681 1.25312 -0.2 0.2 1.4 0.02
O 3.14275 -1.32849 0.33509 2.4 1.6 -1.8 -0.07
H -0.03548 -2.66624 1.90239 -1.3 0.9 1.4 0.01
H 0.62597 -3.33221 0.99357 0.8 -1.2 -1.6 0.01
O -0.24502 -3.42076 1.36394 0.5 0.3 0.1 -0.03
H 1.97241 -1.19581 -1.13792 -0.4 -0.6 -1.5 0.00
H 1.90920 -1.82397 -2.70789 -1.3 1.6 2.8 0.10
O 1.40320 -1.31386 -1.95301 1.6 -1.1 -1.2 -0.14
```
Forces are in eV/Å.

Results
**SMILES**: C[C@@H](N)CSS.O.O.O
**E_HOMO**: -7.88 eV
**Molar mass**: 177.291 g mol⁻¹
**Energy relative to the best compared isomer or geometry (same formula, charge and spin)**: 54.16 kcal per mole



4 unconnected molecules or ions with the total composition C3H15NO4 in a non-equilibrium geometry, computed with ωB97M-V with the def2-TZVPD basis set.

Structure (XYZ):
```
23
Properties=species:S:1:pos:R:3:forces:R:3:lowdin_charge:R:1
C 0.09370 0.04609 -2.24165 -0.9 -1.1 -0.3 -0.30
N -0.34952 -0.22500 -0.86918 0.2 -1.5 -0.6 -0.09
C -1.75879 -0.61522 -0.79607 1.0 0.5 0.2 -0.27
O -2.55700 0.56079 -0.78013 -0.4 -1.0 -0.3 -0.04
C 1.47022 0.63675 -2.26262 -0.2 3.0 -1.1 -0.10
H -0.68338 0.63628 -2.75700 0.6 0.6 0.1 0.12
H 0.01496 -0.89352 -2.82603 0.4 0.0 0.6 0.12
H -0.20537 0.55325 -0.24582 0.1 0.4 0.0 0.11
H -1.84208 -1.25282 0.08759 -0.5 0.3 0.2 0.12
H -2.02407 -1.24260 -1.65198 0.0 0.4 0.0 0.12
H -2.47722 0.92355 0.09963 0.0 0.3 0.4 0.07
H 1.79167 0.92765 -3.27061 0.1 -1.1 -0.3 0.07
H 2.31049 0.22615 -1.71100 -0.4 -0.4 0.1 0.07
H 1.32026 1.70622 -1.99772 0.3 -0.5 1.0 0.08
H 2.21450 0.37633 2.62680 0.6 0.4 0.1 0.04
H 1.46943 -0.83398 2.14153 -0.1 0.4 0.5 0.02
O 1.47411 -0.16532 2.88303 -0.3 -0.8 -0.8 -0.08
H 0.29909 1.15372 2.44953 -0.8 0.6 0.1 0.00
H -1.02829 1.19073 3.12166 -0.3 0.1 0.2 0.02
O -0.52149 1.72071 2.50086 0.8 -0.8 -0.3 -0.10
H 1.00150 -1.44372 -0.07143 -0.2 -0.2 0.5 0.02
H 1.19182 -2.67996 0.93561 0.1 0.6 -0.5 0.07
O 1.57752 -1.83751 0.63103 -0.1 -0.3 0.2 -0.09
```
Forces are in eV/Å.

Results
**SMILES**: CCNCO.O.O.O
**E_HOMO**: -9.50 eV
**Molar mass**: 129.156 g mol⁻¹
**Energy relative to the best compared isomer or geometry (same formula, charge and spin)**: 20.57 kcal per mole



2 unconnected molecules or ions with the total composition C3H15NSi3 in a non-equilibrium geometry, computed with ωB97M-V with the def2-TZVPD basis set.

Structure (XYZ):
```
22
Properties=species:S:1:pos:R:3:forces:R:3:lowdin_charge:R:1
C -3.02506 -1.04726 0.37530 -1.1 2.2 3.8 -0.12
C -1.84997 -0.09215 0.07425 -2.1 -2.9 0.2 -0.35
C -0.55255 -0.84802 0.14490 1.1 -0.2 0.9 -0.36
N 0.63374 0.62224 -2.06779 0.6 2.9 1.8 -0.15
Si 3.40717 -1.41573 0.27717 -2.7 0.6 -0.4 0.49
Si 0.78375 2.58557 0.60260 1.2 -1.9 0.9 0.51
Si 0.82162 0.37734 -0.34232 1.4 -1.4 -0.6 0.43
H -3.13466 -1.81148 -0.26417 0.2 -3.0 -2.4 0.02
H -3.00408 -1.42772 1.41525 0.6 -0.3 -0.4 0.08
H -4.05947 -0.64531 0.43737 0.7 0.8 -0.6 0.08
H -2.08387 0.14301 -0.90128 0.0 1.5 -2.3 0.07
H -2.02224 0.71177 0.72906 0.6 1.4 0.8 0.09
H -0.41240 -1.67213 -0.60644 -0.6 0.7 0.5 0.09
H -0.53577 -1.33190 1.15898 0.6 0.4 -0.9 0.09
H 0.57970 -0.11480 -2.69796 0.1 -1.3 -1.2 -0.01
H 1.13008 1.46144 -2.43880 -0.7 -1.3 0.2 0.04
H 2.51234 -2.55410 0.76840 0.7 0.6 0.3 -0.16
H 4.67705 -1.97963 -0.15630 0.2 -0.1 -0.7 -0.19
H 3.78287 -0.31648 1.12961 0.3 0.1 1.1 -0.22
H 0.20376 2.74151 1.91715 -0.2 -0.3 0.7 -0.13
H 2.09999 3.17832 0.60520 0.8 0.1 0.1 -0.13
H 0.04800 3.43551 -0.16018 -1.7 1.6 -1.9 -0.17
```
Forces are in eV/Å.

Results
**E_HOMO**: -7.11 eV
**Molar mass**: 149.418 g mol⁻¹
**Energy relative to the best compared isomer or geometry (same formula, charge and spin)**: 87.28 kcal per mole



A single C3H15NSi3 molecule in a non-equilibrium geometry, computed with ωB97M-V with the def2-TZVPD basis set.

Structure (XYZ):
```
22
Properties=species:S:1:pos:R:3:forces:R:3:lowdin_charge:R:1
C 1.78792 -1.14692 -0.56852 0.6 -2.1 0.6 -0.20
C -1.00248 -2.05114 0.32492 -0.8 0.3 -1.0 -0.17
C -0.64911 -0.26969 -2.10990 -0.5 1.2 2.2 -0.20
N -0.04614 0.94091 0.51464 3.6 -0.9 1.7 -0.52
Si 1.18166 1.34711 1.96533 0.6 1.2 -3.7 0.59
Si -1.35829 1.98709 0.33132 -0.1 0.7 2.0 0.42
Si 0.05125 -0.60912 -0.35207 -1.3 1.1 -1.0 0.32
H 2.32019 -1.14177 0.40907 -0.4 -0.5 -0.5 0.01
H 1.67138 -2.21821 -0.95964 0.3 1.1 0.8 0.06
H 2.49509 -0.72081 -1.24630 0.0 0.9 -0.6 0.02
H -1.84951 -2.23907 -0.43248 1.3 0.2 1.1 0.06
H -0.53790 -3.00540 0.59558 0.1 0.3 -0.2 0.02
H -1.48301 -1.65443 1.20480 -0.4 0.0 0.5 0.00
H -0.07916 -0.97178 -2.58380 1.4 -2.0 -1.9 -0.02
H -1.69349 -0.44584 -2.34881 -0.1 0.2 0.2 0.03
H -0.28787 0.69895 -2.43382 -0.2 0.3 -0.2 0.03
H 0.33147 1.12006 3.02514 -0.9 -0.2 2.0 -0.12
H 1.91097 2.78264 1.98156 -1.4 -1.3 -0.2 -0.05
H 2.46931 0.60085 1.95867 -0.6 -0.5 -0.1 -0.09
H -1.79156 2.13887 1.81412 -0.3 0.2 -1.0 -0.06
H -2.28467 1.13981 -0.42313 -0.5 0.6 -0.3 -0.06
H -0.92283 3.38902 -0.07492 -0.5 -0.7 -0.3 -0.07
```
Forces are in eV/Å.

Results
**SMILES**: C[Si](C)(C)N([SiH3])[SiH3]
**E_HOMO**: -9.22 eV
**Molar mass**: 149.418 g mol⁻¹
**Energy relative to the best compared isomer or geometry (same formula, charge and spin)**: 0.00 kcal per mole